1.
Density functional theory data (ωB97M-V with the def2-TZVPD basis set) for a structure of composition C14H30HgNO3P2.

Output
Orbital gap (spin up / spin down) in eV: 5.05 / 3.74
Multiplicity: 1
Charge: +1
HOMO level (spin up / spin down) in eV: -10.690 / -9.931

Cartesian coordinates (Å):
Hg: 0.388 -0.636 0.444
P: 2.027 0.704 -0.999
C: 1.139 2.184 -1.283
C: -0.290 2.158 -1.247
N: -0.965 1.110 -0.661
C: -2.290 1.037 -0.585
C: -3.090 2.034 -1.169
C: -2.464 3.112 -1.800
C: -1.082 3.193 -1.827
C: -2.950 -0.160 0.122
P: -1.890 -0.928 1.408
H: -0.536 4.013 -2.324
H: -4.172 1.919 -1.107
H: -3.078 3.899 -2.274
H: -3.899 0.126 0.605
H: -3.132 -0.967 -0.608
H: 1.289 4.063 0.781
H: 1.616 3.069 -1.716
H: 1.163 2.417 3.445
O: 1.315 4.275 1.737
H: 1.695 5.180 1.779
H: 1.303 -0.638 1.898
O: 1.216 1.569 3.927
H: 0.393 1.078 3.691
C: -2.128 0.049 2.908
H: -3.199 0.013 3.192
H: -1.496 -0.368 3.720
H: -1.813 1.095 2.716
C: -2.499 -2.604 1.703
H: -1.906 -3.069 2.515
H: -3.569 -2.570 1.993
H: -2.378 -3.216 0.789
C: 2.500 -0.005 -2.618
H: 3.138 0.711 -3.172
H: 3.011 -0.978 -2.514
H: 1.563 -0.190 -3.169
C: 3.544 0.949 -0.015
H: 4.120 0.004 0.053
H: 4.163 1.728 -0.498
H: 3.260 1.265 1.007
C: 1.995 -2.961 -0.397
C: 0.887 -2.933 -1.468
C: -0.141 -4.041 -1.212
O: 0.216 -1.707 -1.563
H: 1.587 -2.853 0.620
H: 2.750 -2.179 -0.540
H: 2.502 -3.927 -0.410
H: 1.404 -3.127 -2.442
H: -0.618 -3.903 -0.229
H: -0.934 -3.967 -1.964
H: 0.334 -5.031 -1.244

2.
Density functional theory data (ωB97M-V with the def2-TZVPD basis set) for a cluster of 2 separate species, C2H3NO4 in total.

Output
Energy above the lowest of the compared OMol25 structures with the same formula, charge and spin in kJ/mol: 355.7
Orbital gap in eV: 9.96
Multiplicity: 1
Charge: 0
Structure (SMILES): O=C=NO.O=CO
HOMO level in eV: -9.687

Cartesian coordinates (Å):
C: -2.646 -0.354 -0.143
C: 1.908 -0.065 0.259
N: -1.964 0.502 -0.492
O: -3.265 -1.360 -0.098
O: -1.573 1.725 -0.081
O: 1.066 0.510 -0.403
O: 2.288 -1.307 -0.145
H: 2.447 0.428 1.097
H: -0.815 1.900 -0.589
H: 2.553 -1.980 0.594

3.
Density functional theory data (ωB97M-V with the def2-TZVPD basis set) for an isolated molecule of C2H3N3O2.

Output
Energy above the lowest of the compared OMol25 structures with the same formula, charge and spin in kJ/mol: 385.5
Orbital gap in eV: 10.60
Multiplicity: 1
Charge: 0
Structure (SMILES): Nn1ocnc1=O
HOMO level in eV: -10.384

Cartesian coordinates (Å):
C: 1.086 0.048 -1.295
C: -0.588 0.873 -0.328
H: -0.667 0.147 1.950
H: -0.864 -1.536 1.701
H: 2.161 0.107 -1.835
N: -0.265 -0.763 1.437
N: -0.544 -0.483 -0.047
N: 0.461 1.123 -1.256
O: 0.666 -1.054 -0.593
O: -1.446 1.538 0.266

4.
Density functional theory data (ωB97M-V with the def2-TZVPD basis set) for an isolated molecule of C19H15F3N2O4.

Output
Energy above the lowest of the compared OMol25 structures with the same formula, charge and spin in kJ/mol: 0.0
Orbital gap in eV: 9.06
Multiplicity: 1
Charge: 0
Structure (SMILES): O=c1cc(CO)oc([C@H](Nc2ccccn2)c2ccc(C(F)(F)F)cc2)c1O
HOMO level in eV: -8.625

Cartesian coordinates (Å):
O: 4.854 1.374 2.441
C: 3.882 0.749 2.025
C: 3.780 -0.670 1.811
C: 2.627 -1.207 1.348
O: 1.547 -0.480 1.062
C: 1.558 0.862 1.222
C: 2.655 1.495 1.696
O: 2.722 2.826 1.898
H: 3.640 2.977 2.216
C: 0.232 1.533 0.934
N: -0.708 1.255 2.007
C: -1.254 0.016 2.213
N: -1.116 -0.899 1.257
C: -1.717 -2.070 1.414
C: -2.469 -2.405 2.523
C: -2.593 -1.458 3.535
C: -1.984 -0.233 3.387
H: -2.061 0.530 4.147
H: -3.162 -1.679 4.426
H: -2.937 -3.372 2.602
H: -1.583 -2.768 0.597
H: -0.623 1.839 2.825
C: -0.360 1.151 -0.406
C: -1.717 1.362 -0.629
C: -2.291 1.035 -1.840
C: -1.501 0.504 -2.852
C: -0.143 0.312 -2.652
C: 0.422 0.644 -1.434
H: 1.482 0.502 -1.297
H: 0.469 -0.092 -3.443
C: -2.150 0.127 -4.152
F: -2.992 1.078 -4.598
F: -2.888 -0.996 -4.045
F: -1.273 -0.094 -5.141
H: -3.346 1.192 -2.008
H: -2.328 1.775 0.158
H: 0.416 2.615 0.943
C: 2.374 -2.680 1.117
O: 1.414 -2.915 0.131
H: 0.663 -2.322 0.278
H: 2.065 -3.124 2.080
H: 3.295 -3.174 0.796
H: 4.633 -1.292 2.026

5.
Density functional theory data (ωB97M-V with the def2-TZVPD basis set) for a cluster of 2 separate species, C3H8FN3 in total.

Output
Energy above the lowest of the compared OMol25 structures with the same formula, charge and spin in kJ/mol: 74.6
Orbital gap in eV: 10.94
Multiplicity: 1
Charge: +2
HOMO level in eV: -19.585

Cartesian coordinates (Å):
C: -1.977 -0.416 -0.129
C: 2.116 -0.301 0.099
C: -0.932 1.885 0.126
N: 3.059 -0.865 -0.586
N: -2.591 -1.496 0.163
N: -1.331 0.537 -0.106
F: 2.411 0.332 1.167
H: 1.018 -0.343 -0.086
H: -0.513 2.116 -0.752
H: -0.212 1.906 0.975
H: -1.833 2.524 0.395
H: 2.769 -1.514 -1.409
H: 4.097 -0.724 -0.238
H: -3.336 -1.408 0.824
H: -2.745 -2.233 -0.442

6.
Density functional theory data (ωB97M-V with the def2-TZVPD basis set) for a cluster of 2 separate species, C2H6Br2O in total.

Output
Energy above the lowest of the compared OMol25 structures with the same formula, charge and spin in kJ/mol: 7.4
Orbital gap in eV: 10.60
Multiplicity: 1
Charge: 0
Structure (SMILES): CC(Br)Br.O
HOMO level in eV: -10.269

Cartesian coordinates (Å):
Br: 1.248 -2.669 -0.073
Br: 2.490 0.146 -1.425
C: 0.000 0.000 0.000
C: 1.357 -0.696 0.046
H: -0.638 -0.219 0.873
H: -0.516 -0.352 -0.909
H: 0.134 1.092 -0.073
H: 1.877 -0.469 0.999
O: -0.720 -2.313 -3.153
H: -1.103 -1.451 -3.433
H: 0.162 -2.346 -3.589

7.
Density functional theory data (ωB97M-V with the def2-TZVPD basis set) for an isolated molecule of C4H5N3O.

Output
Energy above the lowest of the compared OMol25 structures with the same formula, charge and spin in kJ/mol: 565.6
Orbital gap in eV: 9.00
Multiplicity: 1
Charge: 0
Structure (SMILES): C1Cc2nn[nH]c2O1
HOMO level in eV: -8.356

Cartesian coordinates (Å):
C: -1.800 -0.644 -0.884
C: -0.593 -1.512 -0.570
C: 0.449 -0.509 -0.185
C: -0.348 0.566 0.138
H: -2.790 -1.086 -0.716
H: -1.677 -0.486 -1.951
H: -0.564 -2.332 -1.601
H: -0.767 -2.211 0.344
H: 0.677 2.055 1.484
N: 1.794 -0.577 0.316
N: 1.826 0.710 0.911
N: 0.762 1.315 0.774
O: -1.476 0.815 -0.321

8.
Density functional theory data (ωB97M-V with the def2-TZVPD basis set) for a cluster of 2 separate species, C17H12F5N3OS in total.

Output
Orbital gap in eV: 8.14
Multiplicity: 1
Charge: 0
Structure (SMILES): C#Cc1cc2c(c(C(F)(F)C(F)(F)F)c1)Nc1ccccc1S2.NC(N)=O
HOMO level in eV: -7.578

Cartesian coordinates (Å):
C: 0.527 -0.627 -5.723
C: 0.551 -0.889 -4.552
C: 0.525 -0.986 -3.122
C: -0.580 -1.502 -2.451
C: -0.580 -1.542 -1.073
C: 0.483 -1.089 -0.306
C: 1.602 -0.600 -0.995
C: 2.834 -0.121 -0.267
F: 2.528 0.924 0.577
F: 3.752 0.356 -1.133
C: 3.577 -1.213 0.599
F: 4.898 -1.106 0.454
F: 3.224 -2.437 0.211
F: 3.296 -1.073 1.896
C: 1.613 -0.552 -2.380
N: 0.495 -1.133 1.106
C: -0.744 -0.966 1.790
C: -0.730 -0.362 3.041
C: -1.898 -0.199 3.768
C: -3.101 -0.639 3.242
C: -3.131 -1.237 1.992
C: -1.950 -1.406 1.284
S: -2.002 -2.246 -0.271
H: 0.525 -0.410 -6.763
H: -1.434 -1.867 -3.004
H: 2.479 -0.179 -2.905
H: 1.085 -0.380 1.434
H: 0.211 -0.029 3.467
H: -1.843 0.262 4.744
H: -4.024 -0.525 3.796
H: -4.056 -1.591 1.559
C: -1.105 2.697 -0.203
O: -1.309 1.598 -0.685
N: 0.014 2.984 0.530
N: -1.980 3.736 -0.361
H: 0.197 3.884 0.930
H: 0.692 2.254 0.644
H: -2.810 3.557 -0.894
H: -1.833 4.649 0.024

9.
Density functional theory data (ωB97M-V with the def2-TZVPD basis set) for a structure of composition C36H55BrFeINP2Si.

Output
Energy above the lowest of the compared OMol25 structures with the same formula, charge and spin in kJ/mol: 0.0
Orbital gap (spin up / spin down) in eV: 7.46 / 5.74
Multiplicity: 6
Charge: +1
HOMO level (spin up / spin down) in eV: -9.464 / -9.508

Cartesian coordinates (Å):
Fe: -0.017 0.561 0.398
C: -2.224 -2.756 -0.997
C: -1.635 -2.941 0.400
C: -2.414 -3.973 1.213
P: -1.403 -1.351 1.310
C: -2.937 -0.950 2.242
C: -2.700 0.277 3.123
C: -4.099 -0.692 1.283
C: -0.146 -1.686 2.568
C: -0.456 -2.216 3.821
C: 0.497 -2.357 4.817
C: 0.150 -2.923 6.164
C: 1.788 -1.915 4.527
C: 2.122 -1.387 3.296
C: 1.171 -1.287 2.270
N: 1.418 -0.688 1.019
C: 2.687 -0.801 0.431
C: 3.606 -1.814 0.750
C: 4.855 -1.863 0.162
C: 5.267 -0.924 -0.782
C: 6.635 -0.979 -1.400
C: 4.336 0.030 -1.161
C: 3.061 0.091 -0.598
P: 1.766 1.137 -1.276
C: 2.486 2.768 -1.704
C: 3.093 3.446 -0.478
C: 1.420 3.645 -2.358
C: 1.314 0.344 -2.883
C: 0.994 -1.129 -2.623
C: 2.345 0.478 -3.999
H: -2.307 -3.726 -1.491
H: -1.601 -2.118 -1.624
H: -3.223 -2.321 -0.968
H: -0.601 -3.292 0.298
H: -3.458 -3.682 1.334
H: -1.980 -4.124 2.203
H: -2.402 -4.935 0.698
H: -3.193 -1.803 2.877
H: -2.544 1.170 2.508
H: -1.840 0.168 3.783
H: -3.582 0.461 3.739
H: -3.863 0.134 0.606
H: -4.991 -0.416 1.847
H: -4.348 -1.561 0.677
H: -1.477 -2.513 4.037
H: -0.820 -3.419 6.143
H: 0.107 -2.140 6.923
H: 0.892 -3.652 6.491
H: 2.555 -1.976 5.292
H: 3.131 -1.033 3.135
H: 3.340 -2.579 1.465
H: 5.532 -2.658 0.452
H: 7.370 -1.370 -0.698
H: 6.967 0.011 -1.714
H: 6.647 -1.626 -2.280
H: 4.612 0.752 -1.922
H: 3.281 2.578 -2.432
H: 2.312 3.788 0.204
H: 3.669 4.319 -0.785
H: 3.755 2.780 0.077
H: 0.551 3.745 -1.702
H: 1.070 3.239 -3.308
H: 1.817 4.643 -2.548
H: 0.395 0.859 -3.186
H: 1.912 -1.693 -2.448
H: 0.484 -1.566 -3.483
H: 0.364 -1.276 -1.740
H: 3.301 0.041 -3.706
H: 2.513 1.514 -4.293
H: 2.001 -0.060 -4.885
C: -4.313 1.338 -2.328
Si: -2.900 2.482 -1.873
C: -3.440 3.770 -0.634
C: -2.219 3.277 -3.423
C: -1.574 1.426 -1.048
H: -5.016 1.861 -2.980
H: -4.867 0.992 -1.454
H: -3.957 0.459 -2.870
H: -4.222 4.408 -1.050
H: -2.609 4.414 -0.347
H: -3.837 3.313 0.276
H: -3.031 3.751 -3.978
H: -1.756 2.544 -4.086
H: -1.477 4.044 -3.199
H: -1.475 0.399 -1.412
H: -1.614 1.534 0.058
Br: -1.123 2.942 5.336
C: -1.108 4.074 3.832
C: -1.853 5.246 3.883
C: -1.874 6.106 2.799
C: -1.155 5.803 1.652
C: -0.413 4.636 1.594
C: -0.386 3.774 2.684
I: 0.787 2.053 2.548
H: -2.412 5.480 4.779
H: -2.454 7.017 2.855
H: -1.169 6.474 0.804
H: 0.159 4.395 0.706

10.
Density functional theory data (ωB97M-V with the def2-TZVPD basis set) for a structure of composition C3H3FHgO3.

Output
Energy above the lowest of the compared OMol25 structures with the same formula, charge and spin in kJ/mol: 104.9
Orbital gap (spin up / spin down) in eV: 7.24 / 7.39
Multiplicity: 3
Charge: 0
HOMO level (spin up / spin down) in eV: -6.993 / -9.976

Cartesian coordinates (Å):
C: 1.066 0.282 -0.594
C: 0.570 1.287 0.369
F: 2.153 -0.401 -0.118
H: 1.047 0.450 -1.675
H: -0.194 1.944 -0.054
H: 1.277 1.613 1.135
O: -0.451 0.025 1.448
C: -0.930 -0.870 0.650
O: -2.068 -1.373 0.764
O: -0.402 -0.832 -0.591
Hg: -2.067 -2.125 -1.334

11.
Density functional theory data (ωB97M-V with the def2-TZVPD basis set) for an isolated molecule of C4H8N2.

Output
Energy above the lowest of the compared OMol25 structures with the same formula, charge and spin in kJ/mol: 319.7
Orbital gap in eV: 8.81
Multiplicity: 1
Charge: 0
HOMO level in eV: -7.948

Cartesian coordinates (Å):
C: 2.137 -0.349 -0.049
N: 0.939 -1.181 0.139
C: 0.855 0.067 -0.638
C: 0.213 1.311 -0.080
C: -1.897 -0.078 0.084
N: -1.038 1.102 0.262
H: 2.924 -0.794 -0.650
H: 2.477 0.257 0.790
H: 0.567 -1.025 1.074
H: 0.703 -0.090 -1.710
H: -1.652 -0.577 -0.854
H: -1.781 -0.799 0.900
H: -2.934 0.261 0.055
H: -1.513 1.895 0.677

12.
Density functional theory data (ωB97M-V with the def2-TZVPD basis set) for a cluster of 2 separate species, C4H9NO2 in total.

Output
Energy above the lowest of the compared OMol25 structures with the same formula, charge and spin in kJ/mol: 149.6
Orbital gap in eV: 10.61
Multiplicity: 1
Charge: 0
Structure (SMILES): CCN=C=O.CO
HOMO level in eV: -10.003

Cartesian coordinates (Å):
C: -1.899 0.890 0.753
C: -1.922 -0.549 0.256
N: -0.573 -1.056 0.027
C: 0.287 -1.436 0.789
O: 1.198 -1.819 1.422
O: 1.406 0.437 -1.723
C: 2.581 0.429 -0.942
H: -1.459 1.553 0.003
H: -2.917 1.229 0.971
H: -1.308 0.970 1.672
H: -2.428 -1.203 0.974
H: -2.463 -0.621 -0.691
H: 0.745 -0.138 -1.320
H: 3.419 0.011 -1.516
H: 2.841 1.457 -0.661
H: 2.491 -0.154 -0.016

Summary of M in g mol⁻¹
522.94, 105.05, 101.06, 392.33, 105.12, 205.88, 111.10, 401.36, 854.53, 306.64, 84.12, 103.12
(order as listed above)